[1]
Below is C26H30Cl60FNO3S as an isolated structure, with properties calculated with wB97M-V/def2-TZVPD.

Output
LUMO (Eh): -0.0175
Spin multiplicity: 1
Charge: 0
Highest occupied orbital energy (eV): -9.18
Largest force on an atom (eV Å⁻¹): 11.0
E (Eh): -29398.23117

```
122
C26H30Cl60FNO3S | OMol25 | wB97M-V/def2-TZVPD
H -6.1291 -2.6795 -4.3591
C -3.2708 -11.6464 7.3931
Cl -1.0534 9.4750 -10.3106
N 1.7178 0.4849 0.7687
Cl 4.0967 4.6587 1.3809
C 1.9405 1.9797 0.8310
C -7.6552 4.2095 -5.4135
Cl -8.8696 4.8999 -4.3234
C 0.8249 0.0668 -0.3785
Cl -4.2366 -1.2822 -4.5022
C 2.5518 -1.9467 6.0759
C -5.5344 -2.1190 -3.6333
C -2.1469 -0.9827 -1.2985
H -2.7242 -1.6332 -0.4862
H -8.0635 4.2085 -6.4274
H 8.0301 7.8898 -3.0663
H 2.9702 2.2340 1.3782
C 2.0214 2.7011 -0.6745
H -0.6076 -2.5882 -1.8405
Cl -6.1815 5.1933 -5.4061
C -4.5393 3.0832 -2.8704
Cl 4.8945 0.7816 1.2680
C -0.0653 5.2835 -4.0731
C 7.0392 7.4530 -2.9185
Cl 1.1646 -7.6500 4.3661
C 0.6043 9.6920 -4.6900
H -5.4578 3.0239 -3.4598
Cl 0.9439 -9.9515 -0.0234
H -0.1579 -0.8513 -2.4171
Cl 1.0509 -13.1584 9.1177
C 1.4691 -12.2805 7.6365
C -3.6310 8.2021 -7.1903
Cl -3.1959 -4.5917 0.1262
H 7.2442 -6.5629 9.1202
H 2.1435 -1.9476 5.0621
Cl 0.2155 -12.5059 6.4048
H -3.5687 9.2672 -6.9533
C -0.3503 -10.0332 1.1840
H -2.2556 0.1686 -1.1043
H 2.4805 -6.3594 5.8348
H 1.8413 3.0302 -3.2379
C -1.2411 8.2717 -11.5977
Cl -0.5923 10.7512 -5.4554
H 1.5953 10.1288 -4.8378
Cl -4.8846 7.9767 -8.4220
H -2.1913 -11.7935 7.3049
H -0.0553 0.8283 -0.6114
Cl 4.0255 -0.9629 6.0834
Cl -4.1779 -7.0298 7.2574
C 2.4182 -7.4246 5.5978
Cl 4.4005 7.4177 0.4981
H -1.5088 8.7933 -12.5202
C -0.5746 -1.4662 -1.5034
H -3.6973 -5.0868 6.0131
Cl -7.2890 2.5369 -4.9576
Cl 0.5844 8.0867 -5.4399
Cl 5.8425 8.5121 -3.6839
C 2.1209 2.8631 -2.0895
O -0.3149 -0.2198 2.5332
Cl -1.5688 6.0736 -3.5683
O 0.2448 -1.2801 -0.2601
Cl -4.0725 -13.1954 7.0811
Cl -4.5624 1.7817 -1.6683
C 4.8984 6.2077 1.6929
F 1.8477 0.8912 3.5323
Cl 4.5442 6.7721 3.3347
Cl -7.4579 -1.4973 5.8388
C 6.8085 -6.7487 8.1352
Cl -5.0133 -6.3773 4.5444
C 4.3186 11.7427 -6.2668
Cl 3.9004 10.8649 -4.7856
Cl -1.5727 -8.7894 0.8708
Cl 6.7375 7.3299 -1.1769
H 7.2136 0.6496 1.6662
Cl -2.0547 7.6733 -7.8028
Cl 3.0650 11.5174 -7.4985
Cl -2.5412 7.1349 -11.2018
H 0.0855 -9.8474 2.1690
S 1.2155 -0.1812 2.3034
H 5.9779 6.0606 1.6047
Cl 5.5860 -5.5049 7.8221
C -2.1056 -5.5182 -0.9190
Cl -4.8605 -3.2639 -2.4608
Cl 7.0411 2.1804 -0.1173
H -2.7279 -1.1931 -2.3191
Cl -1.0898 -11.6434 1.1955
C -3.7597 -6.1520 5.7762
Cl 8.1027 -6.6670 6.9278
Cl 3.9945 -7.9534 4.9853
Cl 2.0000 -8.3024 7.0790
C 6.5244 1.4604 1.4170
Cl -1.7461 -4.6143 -2.4000
H 0.7133 6.0461 -4.1562
Cl -3.6250 -11.0820 9.0349
H -2.6044 -6.4502 -1.1969
Cl -2.1833 -6.6808 5.1636
Cl -3.1598 2.8935 -3.9662
Cl 0.3027 9.5689 -2.9484
Cl 1.3374 -1.2563 7.1660
C -5.9544 -2.2873 5.3341
H -5.1758 -1.5248 5.2510
Cl -4.4882 4.6651 -2.0738
H 1.5315 -11.2154 7.8735
Cl -3.7687 -10.4364 6.1983
Cl 6.0690 -8.3589 8.1467
Cl 0.2814 7.4065 -11.8673
Cl 5.8949 11.2139 -6.8794
Cl 3.0454 -12.8093 7.0240
Cl -5.4421 -3.4790 6.5412
H 4.3810 12.8079 -6.0298
H 1.1141 2.5690 1.4426
Cl -0.6106 -5.9207 -0.0574
Cl -6.1561 -3.0541 3.7495
Cl 2.9180 -3.6192 6.5318
Cl 0.4470 4.0919 -2.8659
H 1.5194 0.0412 -1.3487
O 1.9400 -1.5378 2.4843
Cl -4.0492 7.3242 -5.7091
Cl -0.2670 4.5167 -5.6576
Cl 7.0192 5.8477 -3.6684
Cl -6.5948 -0.9523 -2.8248
Cl 6.5815 2.6615 2.7183
```

=====

[2]
Below is C26H30N11PSV as an isolated structure, with properties calculated with wB97M-V/def2-TZVPD.

Output
LUMO (spin up / spin down) (Eh): -0.2437 / -0.2381
Spin multiplicity: 2
Charge: +2
Highest occupied orbital energy (spin up / spin down) (eV): -13.39 / -12.65
Largest force on an atom (eV Å⁻¹): 1.1
E (Eh): -3294.15576

```
70
C26H30N11PSV | OMol25 | wB97M-V/def2-TZVPD
C -0.7082 -2.0823 -6.6285
C 0.3251 -2.4520 -3.1034
H -3.5960 1.0441 -3.8257
H -1.1673 3.9456 0.4668
N 0.3623 -1.5473 0.4599
H 0.9060 1.7808 3.2842
C -0.3769 -4.1501 -5.4869
N -0.5890 -4.1244 -7.8736
C 0.7489 -1.9712 1.6698
C -1.4286 -1.0083 -3.9106
H -5.8176 1.1106 -0.3585
N 3.0127 3.3644 0.2646
H 3.2158 4.9030 -1.1584
H 4.7517 4.3252 -0.4623
H -0.8533 -2.2905 -8.7593
C -2.1411 4.7624 2.8032
C -1.4247 -0.3730 -2.6824
H 0.9602 -3.3167 -3.2385
C 1.6444 -3.0163 1.8061
N -2.6061 0.2359 -0.7145
H -0.4864 1.0365 4.0746
H -2.1490 2.3711 5.1257
N 2.2968 2.5586 -1.7690
H -0.3197 -5.8503 -6.7935
H 0.3444 -1.4560 2.5314
N 2.1874 -3.6241 0.7534
C -0.5265 -2.7692 -5.4327
H -0.8045 -1.0043 -6.6548
H -3.1797 1.5829 3.1136
C -3.6574 0.8674 -2.7577
H -2.2200 5.6020 3.4937
C 0.8839 -2.1820 -0.6162
N -0.7395 4.6395 2.3941
H -2.7570 4.9749 1.9280
N -4.7925 1.1658 -2.1566
H -0.2626 -4.7489 -4.5926
S 1.7895 1.0285 0.3559
C -4.8661 0.9338 -0.8432
C 3.7038 4.5409 -0.2562
H 1.9375 -3.3607 2.7894
C -0.1576 1.9048 3.4983
C -0.5136 -2.0411 -4.1451
H 2.2479 -3.7021 -1.2996
N -0.3839 3.1130 4.2729
C -2.7506 2.4322 2.5743
H 0.4733 3.6166 1.0304
C -1.7956 3.2763 4.6300
H -2.1795 -0.7821 -4.6557
C 0.0656 4.3141 3.5724
H 2.7778 3.2768 -2.2863
C 2.3997 2.4336 -0.4481
C 1.8064 -3.2084 -0.4417
H 3.1512 3.1287 1.2360
H -1.8757 4.1072 5.3309
C -2.5657 0.3402 -2.0660
N -2.6477 3.5693 3.4778
H 0.0016 5.1532 4.2654
C -0.7252 -2.8032 -7.8132
H 3.6369 5.3340 0.4835
H 1.1097 4.1900 3.2767
V -0.6365 0.2329 -0.0103
C -3.7750 0.5107 -0.1128
H 1.8783 1.8064 -2.2867
H -3.4282 2.6801 1.7535
C -0.4207 -4.7734 -6.7255
P -1.0867 1.9570 1.8914
N -0.5009 -0.7025 -1.7613
H -3.8205 0.3856 0.9599
C -0.5725 3.6566 1.3375
C 0.3120 -1.7626 -1.9044
```